DFT (the ωB97M-V functional and the def2-TZVPD basis) results for a structure of composition C4H6ClFS at a distorted geometry.

Structure (XYZ):
```
13
Properties=species:S:1:pos:R:3:forces:R:3:mulliken_charge:R:1
C -2.30153 0.07189 1.00833 2.2 -1.6 2.7 -1.196
C -0.84733 0.12344 0.48161 -0.1 -2.9 -0.4 0.817
C -0.40554 -1.47857 0.37428 -0.3 3.2 -5.6 -0.789
C -0.61459 0.89421 -0.90263 0.6 1.3 -0.9 -0.450
H -2.80842 -0.66351 0.41579 -1.5 0.9 -1.1 0.449
H -2.19232 -0.72603 1.91898 -0.1 2.5 -1.3 0.288
H -2.59004 1.09339 1.39708 -0.6 -1.5 -0.9 0.321
H -0.88028 -1.85822 -0.56865 -0.2 0.0 1.2 0.364
H -0.44192 -2.13278 1.14487 -1.3 -1.2 2.9 0.480
H -1.79083 0.76742 -1.61853 4.1 0.6 1.9 0.264
F -0.07828 0.50955 1.51656 1.0 1.6 0.4 -0.301
S 0.90790 1.80369 -1.33717 -5.4 -3.1 1.4 -0.079
Cl 1.28799 -1.62301 -0.04197 1.3 0.2 -0.2 -0.167
```
Positions in Å, forces in eV/Å.

## Properties
Orbital gap (eV): 7.822



DFT (the ωB97M-V functional and the def2-TZVPD basis) results for the molecule C6H6N2O at a distorted geometry.

Structure (XYZ):
```
15
Properties=species:S:1:pos:R:3:forces:R:3:mulliken_charge:R:1
C -0.53271 1.31915 0.33749 2.2 -1.4 -0.7 -0.398
C -1.50190 0.46747 -0.42789 1.9 0.6 -0.1 -0.372
C 0.87268 1.50972 0.36735 -4.3 -0.8 0.4 -0.121
C 0.27393 -1.59476 0.51556 0.6 0.3 0.7 0.042
C -1.77637 -0.80626 -0.52275 -0.5 -1.8 0.7 -0.048
C 2.18880 -0.31316 -0.40573 -2.5 1.1 -1.7 0.006
N 1.93774 0.94486 -0.27217 1.9 0.5 0.2 -0.528
N 1.18367 -1.15939 -0.21928 -1.6 -1.5 0.4 -0.263
O -1.03110 -1.75359 0.23528 -0.8 -0.1 -0.6 -0.338
H -1.18383 1.89839 0.96739 0.5 0.9 0.4 0.333
H -2.08644 1.03746 -1.07056 -1.5 1.2 -0.8 0.373
H 1.05105 2.32299 1.04014 0.8 0.4 0.3 0.315
H 0.47726 -1.95327 1.53116 -0.2 -0.1 -0.1 0.343
H -2.76515 -1.20728 -0.94973 2.2 0.4 0.5 0.319
H 2.89238 -0.71233 -1.12625 1.0 0.4 0.5 0.338
```
Positions in Å, forces in eV/Å.

## Properties
Orbital gap (eV): 8.753
SMILES: C1=C\N=C/N=C/O\C=C/1



DFT (the ωB97M-V functional and the def2-TZVPD basis) results for a cluster of 2 separate species, C10H18NO in total at a distorted geometry.

Structure (XYZ):
```
30
Properties=species:S:1:pos:R:3:forces:R:3:mulliken_charge:R:1
C -1.37529 1.68106 -1.25201 3.4 1.1 1.6 0.023
C -1.24056 2.32048 -2.61932 2.2 0.3 -1.1 -1.166
N -1.83681 0.27803 -1.33607 -2.6 2.6 1.2 -0.169
H -0.31792 1.56652 -0.74657 -2.0 0.5 -0.8 0.072
H -2.04124 2.25849 -0.53216 0.7 -1.0 -1.0 0.326
H -2.04979 2.99969 -2.87901 -0.6 -0.9 -0.6 0.362
H -0.74478 1.61317 -3.39678 -1.8 0.8 0.9 0.315
H -2.76529 0.40224 -1.69671 -1.3 -0.5 0.3 0.384
H -1.45212 -0.29618 -1.99550 2.4 -1.8 -2.0 0.300
H -1.81967 -0.11564 -0.41506 0.0 -0.9 0.8 0.170
H -0.41039 3.05760 -2.68341 -0.2 -0.3 1.0 0.357
C 1.17618 -1.60963 -0.80861 -0.3 -2.6 1.6 -0.751
C 2.46365 -2.38223 -0.38615 0.5 2.5 0.7 -1.355
C 0.74576 -0.89914 0.44705 -1.0 1.2 1.1 1.114
C 1.47504 0.25287 0.96293 -4.0 -3.6 -1.1 -0.743
C -0.38850 -1.42342 1.21561 5.0 1.3 -4.1 -1.249
C 0.92816 0.89666 2.05837 1.4 0.5 0.5 -0.457
C -0.65226 -0.88029 2.37257 -2.8 -0.4 4.2 -0.030
C -0.10014 0.28646 2.83264 1.8 1.1 -2.9 0.218
O -0.60663 0.81490 3.91523 -1.2 1.7 2.4 -0.541
H 1.46865 -1.00444 -1.62347 -0.2 0.9 -1.0 0.284
H 0.31148 -2.33703 -1.07882 1.6 1.1 0.0 0.315
H 3.33478 -1.66382 -0.18108 -1.4 -0.9 -0.1 0.276
H 2.28154 0.49199 0.34265 1.3 1.2 -0.3 0.505
H -0.76131 -2.33877 0.95119 -1.2 -2.1 -0.8 0.572
H 1.52365 1.81660 2.26390 -1.2 -0.5 0.8 0.349
H -1.39017 -1.43884 3.02037 0.7 1.1 -0.5 0.312
H -0.90375 1.73618 3.78569 0.5 -0.6 0.2 0.347
H 2.84635 -3.10382 -1.00179 0.7 -1.5 -2.6 0.474
H 2.30138 -2.97969 0.46432 -0.4 -0.2 1.7 0.386
```
Positions in Å, forces in eV/Å.

## Properties
Orbital gap (eV): 8.234
Charge: +1



DFT (the ωB97M-V functional and the def2-TZVPD basis) results for a structure of composition C17H27EuN3S2 at a distorted geometry.

Structure (XYZ):
```
50
Properties=species:S:1:pos:R:3:forces:R:3:lowdin_spin:R:1
Eu -0.21848 0.69799 1.10739 1.1 -1.4 -1.4 7.033
S -2.01704 -0.58439 -0.80861 -0.1 0.6 -0.8 -0.008
S 2.15607 1.64360 -0.50328 0.3 0.7 -0.4 -0.006
C -1.43730 -1.24639 -2.40130 0.0 -0.2 0.1 -0.001
C -2.80478 0.96952 -1.40230 -0.2 -0.5 -0.1 0.001
C -1.84486 1.95211 -2.05997 -0.2 0.0 0.3 0.000
N -0.80947 2.36993 -1.08539 -0.1 0.5 -0.2 -0.005
C 0.20765 3.19058 -1.78054 0.2 0.2 -0.5 0.000
C 1.48215 3.28726 -0.96412 0.0 -0.1 0.1 0.001
H -3.30855 1.41427 -0.52286 0.1 -0.2 -0.5 0.000
H -3.55352 0.60429 -2.11717 -0.1 0.5 0.2 0.000
H -2.40878 2.82986 -2.43010 0.1 -0.4 0.1 0.000
H -1.34272 1.49705 -2.92952 -0.2 0.2 0.4 0.000
H -0.17855 4.21394 -2.00839 0.3 -0.6 0.2 0.000
H 0.42091 2.72704 -2.75802 -0.1 0.1 0.4 0.000
H 1.26845 3.84953 -0.04987 0.3 -0.1 0.1 0.000
H 2.27046 3.82226 -1.50684 -0.2 -0.1 0.2 0.000
C 2.68912 1.08728 -2.15784 -0.1 -0.3 0.4 -0.001
H -1.25942 3.02356 -0.44240 -0.2 0.0 -0.1 0.000
H 1.82240 0.85595 -2.78040 0.2 0.0 0.0 0.000
H 3.27570 0.18137 -1.97971 -0.1 0.2 -0.2 0.000
H 3.31876 1.85409 -2.62188 -0.1 -0.2 0.2 0.000
H -0.95638 -2.20618 -2.16328 -0.2 0.3 -0.2 0.000
H -0.71452 -0.58730 -2.90792 -0.3 -0.3 0.3 0.000
H -2.33465 -1.41292 -3.01980 0.5 0.0 0.2 0.000
C -1.43465 2.03910 2.97120 -0.3 -0.4 1.4 0.002
C -1.11572 1.10693 3.91473 0.0 1.2 -0.5 -0.006
H -2.48436 2.13910 2.65997 0.3 0.5 0.5 0.001
H -0.72980 2.76781 2.51058 -0.2 -0.7 0.4 0.000
H -1.88501 0.66657 4.56723 0.2 -0.1 -0.8 0.000
H -0.09377 0.75381 4.14937 -0.4 0.7 0.1 0.001
N -1.53066 -1.25168 2.32571 0.0 1.2 -0.2 -0.007
C -0.80676 -2.42816 2.61960 0.1 -0.7 0.7 0.000
C -1.03166 -3.15020 3.79423 0.2 0.4 -1.1 0.000
C -0.46456 -4.42968 3.94200 0.7 -0.3 -0.4 0.000
C 0.31833 -4.95421 2.92972 -0.3 0.0 0.1 0.000
C 0.64816 -4.19213 1.76874 -0.4 0.7 0.5 0.000
C 1.44142 -4.68262 0.71423 0.2 0.3 -0.2 0.000
C 1.78539 -3.84326 -0.32737 -0.2 -0.2 0.2 0.000
C 1.35320 -2.50059 -0.31206 -0.4 -0.1 1.1 0.001
N 0.58989 -1.99414 0.66996 -0.2 -0.1 -0.7 -0.006
C 0.16303 -2.84481 1.66047 0.3 -0.9 0.1 0.000
H -2.10508 -1.28592 1.47088 0.1 -0.6 0.8 0.000
H -2.06693 -0.91537 3.11784 -0.2 -0.4 -0.3 0.000
H -1.66216 -2.74071 4.58143 -0.1 -0.1 -0.3 0.000
H -0.64825 -5.01352 4.84385 0.0 0.2 -0.3 0.000
H 0.69898 -5.97118 3.00657 0.0 0.2 0.0 0.000
H 1.76987 -5.71882 0.75802 0.1 0.2 -0.1 0.000
H 2.39059 -4.20507 -1.15117 -0.1 0.1 0.1 0.000
H 1.65582 -1.83515 -1.12104 -0.1 0.0 0.3 0.000
```
Positions in Å, forces in eV/Å.

## Properties
Expectation value of S²: 15.760
Orbital gap (spin up / spin down) (eV): 7.775 / 7.888
Spin multiplicity: 8
Charge: +2



> Number 2 is which compound?

C6H6N2O



> Which formula does entry 2 have?

C6H6N2O